ORCA calculation (wB97M-V/def2-TZVPD) on a molecular structure, C30H55Br3O13.

Last column: Mulliken charge in e.
Element x y z (Å)
C -1.39209 -3.89409 -1.00749  -0.86
C -2.45635 -4.84109 -0.59642  0.36
C -1.91385 -6.20038 -0.26424  -0.39
O -2.45707 -6.59397 1.03091  -0.39
C -2.87706 -5.43027 1.60534  0.62
O -3.07907 -5.15412 2.79943  -0.59
O -2.81497 -4.47287 0.70898  -0.23
H -0.45191 -3.85886 -0.45712  -0.03
H -1.66637 -2.85301 -0.83719  0.07
H -0.98318 -4.22562 -1.96195  0.50
H -3.44430 -4.94500 -1.04504  0.35
H -0.85031 -6.43439 -0.21748  0.16
H -2.26662 -6.88397 -1.03648  0.35
C -5.13477 -0.71059 0.56558  -1.35
C -4.35557 -1.39742 1.74035  1.04
C -2.99844 -0.71276 2.02445  0.33
O -3.09709 -0.39437 3.34079  -0.43
C -4.20019 -0.55704 3.89310  0.63
O -4.50238 -0.06286 4.99739  -0.65
O -4.99324 -1.17876 2.99172  -0.43
H -5.09480 -1.26776 -0.37039  0.29
H -4.88465 0.27485 0.17256  0.23
H -6.19306 -0.64495 0.81820  0.42
H -4.27201 -2.47933 1.63747  0.20
H -2.80349 0.19468 1.45293  -0.09
H -2.10929 -1.34099 1.97110  -0.17
C 0.14799 1.09820 0.13583  -0.97
C -0.66348 0.04344 -0.60640  0.99
O -1.85162 0.13277 -0.70721  -0.66
C 0.19352 -1.01446 -1.32584  -0.06
H -0.48519 1.50900 0.92223  0.37
H 0.69859 1.92023 -0.32155  0.08
H 0.94591 0.63737 0.71813  0.34
H 1.16042 -0.59222 -1.59953  -0.26
H -0.42159 -1.24674 -2.19521  0.22
H 0.31175 -1.90204 -0.70427  -0.13
C 3.23225 -0.92369 4.19329  -1.23
C 2.19340 -1.56472 3.27057  0.86
O 2.29241 -1.56930 2.07605  -0.50
C 0.86735 -2.06371 3.83596  -0.95
H 2.77833 0.03678 4.43737  0.27
H 4.14335 -0.62875 3.67271  0.32
H 3.57107 -1.53141 5.03232  0.41
H 0.33639 -1.13151 4.02885  0.32
H 0.95041 -2.61055 4.77519  0.43
H 0.26491 -2.59892 3.10198  0.10
C -1.25508 4.30507 0.16465  -0.84
C -1.82934 5.38292 -0.69424  0.85
O -1.29935 6.46731 -0.75580  -0.54
C -3.10572 5.06499 -1.41372  -1.27
H -2.01348 3.87338 0.81777  0.54
H -0.48162 4.65784 0.84686  0.34
H -0.81770 3.53304 -0.46841  -0.09
H -3.95969 4.76655 -0.80563  0.35
H -2.92452 4.15033 -1.97821  0.29
H -3.41050 5.79520 -2.16339  0.34
C 3.19057 -4.08770 -0.55804  -1.08
C 2.25851 -5.16358 0.00145  0.93
O 1.59235 -5.94411 -0.67934  -0.61
C 2.13634 -5.33456 1.42794  -0.74
H 2.78019 -3.07857 -0.59461  0.11
H 3.54707 -4.34823 -1.55460  0.35
H 4.10871 -4.06884 0.02911  0.39
H 2.81499 -4.62839 1.90635  0.20
H 2.52690 -6.33099 1.63453  0.36
H 1.06834 -5.26593 1.63472  0.13
C -1.68644 -0.91263 -5.40724  -0.41
C -3.10474 -0.86336 -4.94199  0.48
O -3.96117 -0.87607 -5.77527  -0.56
C -3.32600 -0.93682 -3.42124  -0.38
H -1.18614 -1.02613 -4.44551  -0.11
H -1.22932 -0.00718 -5.80637  0.27
H -1.62403 -1.72719 -6.12883  0.30
H -4.24110 -0.41323 -3.14456  0.39
H -2.56245 -0.38782 -2.87016  -0.04
H -3.34569 -1.99716 -3.16946  0.16
C 2.12272 7.36122 -1.05115  -0.79
C 2.65139 5.95883 -1.43076  0.31
O 3.84194 5.87492 -1.30304  -0.55
C 1.89715 4.67315 -1.73409  0.41
H 1.15127 7.18804 -1.51416  0.23
H 2.67663 8.21705 -1.43694  0.35
H 2.05832 7.29281 0.03479  0.22
H 2.71738 3.95632 -1.77249  -0.31
H 1.40858 4.82102 -2.69718  0.54
H 1.15880 4.67443 -0.93227  -0.43
C 4.11810 3.67333 3.56130  -1.22
C 3.24738 3.03475 2.44625  0.81
O 2.03103 2.89428 2.54862  -0.56
C 3.98826 2.56820 1.27479  -0.78
H 5.16528 3.92263 3.38990  0.36
H 4.13582 3.00946 4.42562  0.30
H 3.64850 4.60574 3.87465  0.33
H 3.29112 2.43803 0.44705  0.00
H 4.47361 1.61044 1.46248  0.33
H 4.89596 3.12769 1.04864  0.45
C 4.16557 1.84284 -3.81990  -0.32
Br 5.50720 2.20820 -2.46953  0.00
Br 3.12398 0.26305 -3.34730  0.06
Br 4.98490 1.54147 -5.60731  -0.04
H 3.50514 2.70914 -3.78166  0.31

Lowest unoccupied orbital energy in Ha: -0.022
HOMO energy in eV: -9.341
ΔE to the lowest compared entry with this formula, charge and spin in kcal/mol: 0.00
Orbital gap in Eh: 0.321

ORCA calculation (wB97M-V/def2-TZVPD) on 6 unconnected molecules or ions with the total composition C37H39BrN5O12P.

Last column: Mulliken charge in e.
Element x y z (Å)
O 0.30263 0.19475 4.69013  -0.67
N -0.26775 -0.51838 3.87680  1.08
O -1.38964 -0.97620 4.02784  -0.58
C 0.44295 -0.84986 2.64162  -0.10
C 1.73917 -0.37820 2.44694  -0.32
C 2.41870 -0.71594 1.28209  -0.66
C 1.80305 -1.51366 0.32237  -0.33
C 0.50447 -1.97296 0.51828  -0.64
C -0.18199 -1.64286 1.68104  -0.08
H 2.22941 0.24381 3.18717  0.47
H 3.43075 -0.35966 1.12289  0.38
H 2.33868 -1.77982 -0.58300  0.43
H 0.02956 -2.59162 -0.23506  0.41
H -1.19271 -2.00940 1.82390  0.56
O 2.56979 6.58486 7.84129  -0.60
N 2.44625 5.40806 7.53784  0.99
O 3.23124 4.52754 7.85295  -0.60
C 1.27974 5.02851 6.73753  0.08
C 0.38039 6.00967 6.32637  -0.42
C -0.71261 5.64852 5.54670  -0.36
C -0.90327 4.31754 5.18758  -0.51
C -0.00664 3.34078 5.61034  -0.16
C 1.09075 3.69353 6.38805  -0.46
H 0.51813 7.04957 6.59952  0.43
H -1.41546 6.40554 5.21565  0.37
H -1.75482 4.04000 4.57398  0.38
H -0.16182 2.30413 5.32981  0.41
H 1.78392 2.92406 6.70860  0.46
O 0.83823 -0.39249 -2.45757  -0.57
N 1.25690 -1.34656 -3.09632  1.02
O 0.99334 -2.51394 -2.84497  -0.60
C 2.13647 -1.07402 -4.23399  -0.02
C 2.48973 0.24071 -4.52886  -0.09
C 3.34428 0.49351 -5.59565  -0.54
C 3.83518 -0.56021 -6.36040  -0.68
C 3.47025 -1.87069 -6.06686  -0.54
C 2.61849 -2.13342 -5.00037  -0.36
H 2.11409 1.07034 -3.94074  0.44
H 3.63058 1.51230 -5.82992  0.63
H 4.50643 -0.35931 -7.18897  0.47
H 3.85369 -2.68757 -6.66814  0.41
H 2.34399 -3.15871 -4.77969  0.47
O 8.77940 -1.83081 -5.72110  -0.60
N 7.85807 -1.03160 -5.67577  0.98
O 6.68637 -1.31498 -5.87730  -0.58
C 8.17860 0.36263 -5.36332  -0.11
C 9.50606 0.73434 -5.16366  -0.39
C 9.80766 2.06388 -4.89082  -0.47
C 8.78858 3.00831 -4.81480  -0.39
C 7.46359 2.62803 -5.00512  -0.47
C 7.15311 1.30120 -5.28119  0.06
H 10.30868 0.00798 -5.22038  0.44
H 10.83855 2.36542 -4.74017  0.38
H 9.02831 4.04648 -4.60708  0.37
H 6.67288 3.36775 -4.94182  0.39
H 6.11726 1.01771 -5.43055  0.35
O 0.43178 1.70254 -8.07765  -0.62
N 0.50519 2.26678 -6.99808  1.06
O 1.54887 2.64166 -6.48458  -0.59
C -0.74017 2.50547 -6.26623  0.05
C -1.94688 2.05964 -6.80049  -0.37
C -3.12416 2.26713 -6.09082  -0.45
C -3.09142 2.91833 -4.86153  -0.37
C -1.88375 3.37021 -4.33849  -0.59
C -0.70116 3.16462 -5.03993  -0.11
H -1.98536 1.55100 -7.75695  0.44
H -4.06844 1.91826 -6.49449  0.37
H -4.01197 3.07361 -4.30761  0.38
H -1.86442 3.87970 -3.38131  0.37
H 0.23372 3.51853 -4.62044  0.43
C -1.97353 -4.38964 4.51478  -0.75
C -3.57225 -4.14254 4.41548  0.58
O -4.27024 -4.80357 5.21539  -0.52
O -4.08937 -3.25801 3.42577  -0.32
C -4.68846 -2.06372 4.00428  -0.27
C -6.17961 -2.26127 4.55481  -0.79
C -6.91278 -3.59541 4.06407  -0.36
C -8.49238 -3.43633 3.82206  -0.50
C -9.07088 -4.95216 3.64632  -0.78
P -9.75115 -5.65435 5.27996  0.07
Br -11.32269 -4.20768 6.02288  -0.20
H -1.79669 -5.40258 5.02478  0.33
H -1.56717 -3.58123 5.20259  0.15
H -1.46882 -4.44641 3.49949  0.26
H -4.01894 -1.55436 4.79120  0.24
H -4.75462 -1.29661 3.14713  0.31
H -6.81924 -1.32524 4.34838  0.40
H -6.11825 -2.32868 5.70146  0.26
H -6.79556 -4.36812 4.91073  0.17
H -6.48188 -4.05426 3.11282  0.30
H -8.64288 -2.93217 2.79718  0.25
H -9.03832 -2.85704 4.63159  0.35
H -8.15813 -5.61397 3.39934  0.36
H -9.79376 -5.04975 2.77526  0.39
H -8.69582 -5.62097 6.27716  0.07

Lowest unoccupied orbital energy in Ha: -0.033
HOMO energy in eV: -8.445
Orbital gap in Eh: 0.277

ORCA calculation (wB97M-V/def2-TZVPD) on 2 unconnected molecules or ions with the total composition C3H8N3.

Last column: Mulliken charge in e.
Element x y z (Å)
C 0.71247 1.56267 -2.22068  -0.31
C 0.68587 0.06144 -2.29712  -0.32
C -0.37871 0.84871 0.00200  -0.07
N -1.27697 -1.48138 2.65492  -0.44
N -0.83106 -2.06011 3.58587  -0.08
N 0.02815 0.70356 -1.20785  0.02
H 1.48644 2.12354 -1.61961  0.33
H -0.04728 2.01126 -2.92439  0.26
H 0.07539 -0.52562 -2.96404  0.25
H 1.48921 -0.61794 -2.18640  0.27
H -0.27259 1.86881 0.32261  0.28
H -0.47265 0.08767 0.80079  0.28
H -0.01923 -2.79728 3.40527  0.25
H -1.17903 -1.78530 4.64864  0.28

Lowest unoccupied orbital energy in Ha: -0.185
HOMO energy in eV: -11.174
Total charge: +1
ΔE to the lowest compared entry with this formula, charge and spin in kcal/mol: 156.08
Orbital gap in Eh: 0.226

ORCA calculation (wB97M-V/def2-TZVPD) on a molecular structure, C27H36AuN7.

Last column: Mulliken charge in e.
Element x y z (Å)
Au 0.64823 -0.17042 0.19648  1.74
C 0.18261 3.43002 -3.00107  -1.11
N -0.17734 2.08233 -3.43235  0.03
C -1.32951 1.91839 -4.32566  -0.66
C -1.68593 0.44058 -4.16849  -0.56
N -0.94348 0.04514 -2.97033  0.32
C -0.76398 -1.36853 -2.69957  -0.85
C -0.05535 1.00435 -2.62520  -0.21
N 0.80109 0.89905 -1.62592  -0.11
C 2.12804 1.52042 -1.75921  -0.97
C 3.13192 0.49230 -1.26950  -1.01
N 2.69788 0.09261 0.07198  -0.08
C 3.61729 -0.18184 0.99748  0.03
N 3.56130 0.24948 2.26729  0.14
C 2.54503 1.08906 2.84592  -0.93
C 4.60488 -0.38355 3.06576  -0.54
C 5.59507 -0.83111 1.98826  -0.58
N 4.74677 -0.87200 0.79529  0.09
C 5.03253 -1.71024 -0.35138  -0.99
H -0.38478 4.13793 -3.59958  0.45
H 1.23780 3.64056 -3.15399  0.33
H -0.06432 3.58268 -1.94811  0.34
H -1.07310 2.18170 -5.34959  0.37
H -2.14047 2.57185 -3.99493  0.36
H -1.34401 -0.15440 -5.01844  0.41
H -2.75557 0.27358 -4.04600  0.36
H -0.79023 -1.92012 -3.64057  0.44
H -1.54964 -1.75170 -2.04759  0.20
H 0.20193 -1.53625 -2.22741  0.22
H 2.20808 2.43115 -1.16037  0.24
H 2.33240 1.76142 -2.80276  0.62
H 4.13043 0.93200 -1.23017  0.50
H 3.15211 -0.34310 -1.97615  0.24
H 2.06353 1.66718 2.05981  0.22
H 3.00841 1.77709 3.55193  0.44
H 1.79010 0.50259 3.37750  0.27
H 4.19615 -1.22990 3.62551  0.29
H 5.03731 0.32879 3.76495  0.37
H 6.01442 -1.81473 2.18747  0.37
H 6.41221 -0.11923 1.85549  0.34
H 5.58503 -2.58531 -0.01433  0.37
H 5.62760 -1.19369 -1.10582  0.32
H 4.09701 -2.04821 -0.79139  0.32
C -6.24798 1.49612 0.92331  -0.50
C -5.81483 1.58717 -0.39405  -0.74
C -4.48797 1.34433 -0.70065  -0.40
C -3.58883 0.96004 0.29934  -0.31
C -4.03046 0.89932 1.62433  -0.05
C -5.35184 1.16816 1.93346  -0.75
C -2.20566 0.67770 -0.07525  -0.09
C -1.37399 -0.25774 0.44140  0.53
C -1.78816 -1.29326 1.34386  -0.38
C -2.98468 -2.01516 1.26737  -0.64
C -3.16268 -3.11682 2.06571  -0.58
C -2.18990 -3.56612 3.01514  -1.01
C -1.02935 -2.90154 3.13936  -0.67
C -0.77703 -1.67438 2.35405  1.11
H -7.28068 1.70643 1.16657  0.42
H -6.50999 1.86267 -1.17520  0.43
H -4.14318 1.43232 -1.72479  0.37
H -3.32484 0.68539 2.41751  0.49
H -5.68312 1.14100 2.96273  0.43
H -1.80295 1.33921 -0.83466  0.65
H -3.73475 -1.74223 0.53895  0.55
H -4.07366 -3.69375 1.95728  0.48
H -2.39555 -4.44797 3.60517  0.46
H -0.28479 -3.22431 3.85657  0.47
H -0.87841 -0.84924 3.09480  0.26
N 1.66262 -2.08873 2.05771  -0.42
C 0.62179 -1.46043 1.75247  -0.50
H 1.53142 -2.80611 2.77227  0.24

Lowest unoccupied orbital energy in Ha: -0.274
HOMO energy in eV: -13.759
Total charge: +2
ΔE to the lowest compared entry with this formula, charge and spin in kcal/mol: 0.00
Orbital gap in Eh: 0.232